111
Properties=species:S:1:pos:R:3 method="wB97M-V/def2-TZVPD" homo_energy_ha=-0.1802 energy_ev=-167928.544 lumo_energy_ev=2.0 charge=-1 de_lowest_kcal_mol=38.2
Cd 1.383 -1.164 -0.191
O 5.242 -1.187 0.417
C 4.155 -1.755 0.739
O 3.322 -2.260 -0.115
C 3.869 -1.880 2.215
C 4.948 -1.898 3.076
C 4.703 -2.044 4.432
C 3.462 -2.280 5.007
C 2.435 -2.306 4.069
C 2.554 -1.941 2.710
O 1.535 -1.365 2.131
N 1.068 -2.560 4.520
O 0.293 -3.189 3.761
O 0.712 -2.165 5.611
N 5.836 -1.824 5.286
O 6.943 -1.609 4.794
O 5.625 -1.910 6.488
H 5.956 -1.761 2.685
H 3.327 -2.448 6.096
C -2.443 -1.170 -1.038
C -3.715 -1.871 -0.660
As -5.379 -1.275 -1.568
C -4.736 -1.132 -3.444
C -4.797 -2.292 -4.227
C -4.281 -2.257 -5.512
C -3.592 -1.155 -6.011
C -3.650 -0.005 -5.249
C -4.173 0.029 -3.965
C -5.296 0.623 -1.038
C -6.086 1.525 -1.799
C -6.133 2.882 -1.485
C -5.415 3.379 -0.351
C -4.688 2.476 0.396
C -4.623 1.124 0.090
P -1.049 -1.711 0.097
C -1.683 -1.463 1.771
C -1.258 -0.316 2.467
C -1.666 -0.167 3.766
C -2.414 -1.186 4.430
C -2.866 -2.276 3.710
C -2.500 -2.419 2.381
C -0.900 -3.507 -0.187
C -0.345 -4.211 0.880
C -0.297 -5.622 0.847
C -0.687 -6.300 -0.327
C -1.180 -5.541 -1.414
C -1.284 -4.148 -1.377
H -2.495 -0.066 -1.003
H -2.133 -1.425 -2.065
H -4.020 -1.703 0.394
H -3.671 -2.923 -0.861
H -5.343 -3.155 -3.849
H -4.417 -3.175 -6.097
H -3.060 -1.157 -6.965
H -3.306 0.937 -5.633
H -4.204 0.957 -3.411
H -6.594 1.179 -2.686
H -6.801 3.516 -2.041
H -5.492 4.407 -0.078
H -4.091 2.857 1.202
H -4.008 0.457 0.671
H -0.580 0.376 1.960
H -1.386 0.697 4.325
H -2.640 -1.036 5.483
H -3.472 -3.032 4.164
H -2.855 -3.309 1.815
H -0.017 -3.679 1.776
H 0.070 -6.188 1.682
H -0.625 -7.373 -0.343
H -1.423 -6.009 -2.353
H -1.671 -3.576 -2.240
C 1.592 2.082 2.903
Si 2.721 2.544 1.431
C 4.487 2.363 2.029
C 2.452 4.395 1.110
Si 2.209 1.398 -0.549
Si 3.934 2.056 -2.126
C 3.448 1.320 -3.790
C 4.114 3.920 -2.482
C 5.612 1.490 -1.548
Si 0.375 2.681 -1.304
C -0.383 1.616 -2.711
C 0.783 4.376 -1.998
C -0.910 2.798 0.041
H 2.048 2.354 3.858
H 1.311 1.037 2.944
H 0.646 2.643 2.878
H 4.587 2.512 3.099
H 5.098 3.089 1.512
H 4.926 1.412 1.765
H 2.738 4.950 1.992
H 1.410 4.618 0.846
H 3.056 4.801 0.289
H 2.609 1.873 -4.289
H 3.180 0.244 -3.723
H 4.302 1.350 -4.489
H 3.466 4.192 -3.326
H 5.127 4.152 -2.786
H 3.820 4.502 -1.599
H 5.697 0.401 -1.442
H 5.807 1.953 -0.556
H 6.368 1.921 -2.174
H -0.160 2.071 -3.655
H -1.469 1.506 -2.646
H 0.086 0.632 -2.755
H 1.068 4.221 -3.033
H 1.572 4.951 -1.521
H -0.107 5.015 -1.996
H -1.519 1.895 0.079
H -1.559 3.656 -0.087
H -0.540 2.961 1.049

=====

110
Properties=species:S:1:pos:R:3 method="wB97M-V/def2-TZVPD" homo_energy_ha=-0.3928 energy_ev=-76904.672 lumo_energy_ev=-2.7 charge=+1
C 2.178 4.678 -2.515
C 2.817 3.363 -2.048
C 1.737 2.380 -1.606
O 2.082 1.079 -2.112
C 1.109 0.111 -2.011
N 0.158 0.060 -3.155
C -1.092 -0.322 -3.020
N -1.989 -0.588 -4.078
C -1.576 -1.421 -5.249
O -0.433 -2.167 -4.959
O -0.526 -3.357 -5.739
C -3.061 -1.410 -3.472
F -2.652 -2.711 -3.337
C -3.149 -0.824 -2.048
C -3.611 -1.974 -1.127
O -4.185 -1.411 0.060
C -4.214 -2.306 1.110
C -2.960 -2.383 1.959
O -5.212 -2.963 1.365
N -4.152 0.190 -1.908
C -4.223 1.343 -2.453
C -4.625 2.505 -1.592
C -4.108 1.704 -3.910
N -1.720 -0.532 -1.853
C -1.579 0.306 -0.634
C -1.251 1.796 -0.833
C 0.768 0.407 -4.444
C 0.856 1.903 -4.696
F 2.000 -0.188 -4.525
H 1.726 5.185 -1.669
H 2.885 5.311 -3.033
H 1.370 4.439 -3.203
H 3.498 3.560 -1.231
H 3.318 2.925 -2.905
H 1.666 2.335 -0.521
H 0.786 2.686 -2.032
H 1.653 -0.828 -2.059
H 0.648 0.137 -1.029
H -2.386 -2.034 -5.617
H -1.352 -0.750 -6.082
H 0.117 -3.924 -5.299
H -3.932 -1.294 -4.099
H -4.403 -2.538 -1.604
H -2.780 -2.600 -0.818
H -2.569 -1.377 2.076
H -2.233 -3.050 1.512
H -3.239 -2.717 2.946
H -3.979 3.358 -1.774
H -4.558 2.210 -0.554
H -5.665 2.757 -1.787
H -4.679 2.601 -4.112
H -3.074 1.970 -4.126
H -4.434 0.917 -4.576
H -2.443 0.230 0.007
H -0.780 -0.123 -0.032
H -1.963 2.382 -0.266
H -1.287 2.128 -1.865
H -0.300 2.023 -0.371
H 0.225 0.016 -5.276
H 0.748 2.106 -5.754
H 0.015 2.381 -4.201
H 1.791 2.291 -4.323
F 5.807 0.034 1.197
C 5.765 -0.823 0.159
C 4.938 -0.539 -0.908
C 4.896 -1.419 -1.980
C 5.671 -2.570 -1.966
C 6.494 -2.840 -0.880
C 6.547 -1.959 0.191
H 4.337 0.361 -0.899
H 4.259 -1.202 -2.829
H 5.636 -3.257 -2.801
H 7.095 -3.739 -0.866
H 7.187 -2.147 1.042
F -3.269 1.389 3.325
C -4.073 0.949 4.329
C -4.852 -0.167 4.112
C -5.673 -0.622 5.132
C -5.706 0.049 6.346
C -4.913 1.174 6.540
C -4.083 1.630 5.527
H -4.817 -0.667 3.154
H -6.286 -1.500 4.978
H -6.349 -0.304 7.141
H -4.941 1.699 7.485
H -3.452 2.501 5.665
F 8.147 -5.724 0.333
C 7.268 -6.262 1.206
C 6.517 -7.352 0.817
C 5.619 -7.903 1.718
C 5.476 -7.356 2.985
C 6.237 -6.256 3.354
C 7.145 -5.705 2.462
H 6.639 -7.761 -0.178
H 5.029 -8.763 1.429
H 4.772 -7.787 3.684
H 6.126 -5.826 4.340
H 7.754 -4.853 2.734
F -2.192 3.646 6.715
C -1.456 4.558 6.038
C -0.330 5.083 6.637
C 0.424 6.015 5.940
C 0.040 6.411 4.666
C -1.099 5.872 4.085
C -1.854 4.932 4.771
H -0.054 4.766 7.634
H 1.312 6.433 6.393
H 0.629 7.142 4.128
H -1.402 6.184 3.095
H -2.742 4.495 4.332

=====

Which of these has the highest charge? C42H53F6N4O5